Record 1
The following is a quantum chemistry calculation of a 2-piece molecular cluster, C7H14NO3 overall, from the OMol25 dataset.

Each line ends with the Mulliken charge.
Geometry (Å):
C  -0.25289  0.25035  0.74558  -0.48
C  0.95819  -0.00588  1.64850  -0.92
C  -2.35499  0.17234  2.08861  -0.98
C  -0.68102  -2.22651  -0.35470  -1.11
C  -1.66709  -1.68216  0.64119  0.73
O  -2.62401  -2.37610  0.93990  -0.63
N  -1.59636  -0.30118  0.96807  0.21
H  -0.47114  1.32382  0.77398  0.56
H  0.16228  0.00361  -0.22933  -0.03
H  1.57400  -0.78478  1.26872  0.22
H  0.77999  -0.00408  2.76467  0.25
H  -2.65673  -0.73672  2.69989  0.31
H  0.35548  -2.37154  0.02541  0.25
H  1.83842  0.77961  1.55879  0.32
H  -1.82824  0.84037  2.78449  0.34
H  -3.38531  0.61446  2.05154  0.31
H  -1.07290  -3.18663  -0.66628  0.32
H  -0.71697  -1.49095  -1.13476  0.34
C  1.24656  1.64952  -2.68853  -0.41
C  2.82405  1.62627  -2.61080  0.51
O  3.33138  1.69038  -3.74118  -0.72
O  3.29406  1.36084  -1.47261  -0.70
H  0.93005  2.38193  -1.96729  0.20
H  1.03527  0.65763  -2.35263  -0.18
H  0.97793  1.81541  -3.74121  0.31

The relative energy (zero: lowest compared OMol25 entry of this formula, charge and spin) is 28.86 kcal/mol. The calculation puts the HOMO energy at -0.143 Ha. As for the LUMO energy: 2.965 eV. Its energy is -15119.143 eV. The calculation puts the HOMO-LUMO gap at 6.84 eV. As for the charge: -1.

=====

Record 2
The following is a quantum chemistry calculation of an isolated ion of composition C4H6N and charge +1, from the OMol25 dataset.

Each line ends with the Mulliken charge.
Geometry (Å):
C  -0.62467  1.10002  0.04735  -0.21
C  0.49470  0.16401  -0.05923  0.38
C  -1.35647  -0.13997  0.08834  -0.25
C  1.84576  0.12823  0.12418  -0.55
N  -0.22664  -0.99692  0.13456  -0.35
H  -0.85390  2.09348  0.00329  0.46
H  -2.01633  -0.39565  0.98745  0.29
H  -1.98675  -0.35830  -0.83563  0.30
H  2.44684  0.95185  -0.09976  0.33
H  2.48546  -0.84850  0.22272  0.29
H  -0.20802  -1.69825  -0.61326  0.31

The relative energy (zero: lowest compared OMol25 entry of this formula, charge and spin) is 74.25 kcal/mol. The calculation puts the HOMO energy (alpha / beta) at -0.550 / -0.551 Ha. As for the LUMO energy (alpha / beta): -7.515 / -7.366 eV. Its energy is -5723.581 eV. The calculation puts the HOMO-LUMO gap (alpha / beta) at 7.47 / 7.63 eV. As for the charge: +1.

=====

Q: Which formula does entry 2 have?
A: C4H6N